(1)
Computed, not measured: a molecular structure, C19H60B2F3HgNO9S in a non-equilibrium geometry, with ωB97M-V/def2-TZVPD.

Gap between HOMO and LUMO: 9.174 eV
Highest occupied orbital energy: -9.2 eV
Total charge: 0
Molar mass: 757.96 g/mol
Energy: -65104.3946 eV

The geometry in XYZ format:
```
96
C19H60B2F3HgNO9S ωB97M-V/def2-TZVPD
Hg -0.412 -3.123 1.030
N -3.297 0.561 -0.953
H -3.713 1.492 -0.890
H -3.443 0.131 -1.867
H -3.530 -0.082 -0.191
H -2.271 0.715 -0.866
B -2.428 -2.031 1.517
H -3.434 -1.481 1.578
H -2.707 -3.151 1.574
H -1.952 -1.783 0.497
H -1.696 -1.864 2.405
B -1.183 -4.397 -0.864
H -2.170 -4.201 -0.315
H -0.715 -3.402 -1.232
H -0.435 -4.960 -0.168
H -1.435 -5.052 -1.775
C 1.906 0.714 -1.362
F 1.487 0.424 -2.581
F 3.032 0.078 -1.044
F 2.180 2.009 -1.325
S 0.615 0.302 -0.068
O 1.087 0.966 1.125
O -0.635 0.806 -0.624
O 0.546 -1.141 0.185
C 4.185 -3.751 0.537
C 2.818 -3.310 -0.004
C 2.668 -3.466 -1.497
O 1.798 -4.004 0.701
H 4.399 -4.828 0.524
H 4.298 -3.405 1.562
H 4.992 -3.450 -0.138
H 2.742 -2.272 0.321
H 1.718 -3.083 -1.873
H 2.686 -4.527 -1.769
H 3.461 -3.014 -2.096
H 1.930 -4.955 0.592
C 2.392 4.420 2.659
C 2.641 3.061 3.323
C 3.121 3.184 4.759
O 1.346 2.444 3.335
H 2.045 4.195 1.649
H 3.358 4.940 2.647
H 1.687 5.121 3.102
H 3.367 2.420 2.815
H 2.377 3.529 5.479
H 4.044 3.763 4.739
H 3.304 2.194 5.192
H 1.255 1.863 2.558
C -0.917 -2.317 -4.215
C -2.402 -2.681 -4.089
C -2.676 -4.084 -4.550
O -2.812 -2.567 -2.718
H -0.673 -1.493 -3.543
H -0.711 -2.160 -5.275
H -0.245 -3.119 -3.897
H -3.009 -2.000 -4.691
H -2.168 -4.810 -3.918
H -2.402 -4.269 -5.598
H -3.735 -4.332 -4.661
H -2.184 -3.098 -2.186
C -2.906 2.647 1.983
C -2.733 3.736 0.955
C -1.221 3.967 0.777
O -3.258 3.245 -0.285
H -3.882 2.247 2.260
H -2.415 2.921 2.920
H -2.335 1.777 1.645
H -3.156 4.720 1.181
H -0.960 4.711 0.025
H -0.658 3.042 0.622
H -0.791 4.208 1.757
H -2.997 3.883 -0.959
C -2.197 4.325 -4.270
C -0.768 4.185 -3.805
C -0.405 2.824 -3.276
O -0.001 4.502 -4.981
H -2.353 3.715 -5.163
H -2.495 5.324 -4.600
H -3.003 4.123 -3.556
H -0.546 4.950 -3.059
H -0.384 2.053 -4.047
H -0.943 2.494 -2.382
H 0.573 2.822 -2.791
H 0.285 3.742 -5.492
C 2.936 -1.401 4.108
C 1.566 -1.986 4.072
C 0.569 -1.299 5.023
O 1.015 -1.895 2.731
H 2.884 -0.326 3.941
H 3.619 -1.967 3.471
H 3.364 -1.671 5.081
H 1.573 -3.068 4.219
H -0.435 -1.668 4.831
H 0.643 -0.217 4.871
H 0.859 -1.379 6.073
H 0.857 -0.953 2.559
```

Results of the Löwdin charge analysis, in e, for atoms 1 through 4: 1.14, 0.31, 0.10, 0.14

---

(2)
Computed, not measured: a molecular structure, C25H34MoN5O6S2, with ωB97M-V/def2-TZVPD.

Gap between HOMO and LUMO: 6.853 eV
Energy above the lowest of the compared OMol25 structures with the same formula, charge and spin: 1.1 kcal per mole
Highest occupied orbital energy: -11.6 eV
Total charge: +1
Molar mass: 660.65 g/mol
Energy: -69736.3695 eV

The geometry in XYZ format:
```
73
C25H34MoN5O6S2 ωB97M-V/def2-TZVPD
Mo -0.729 -0.354 0.476
N -0.651 -2.540 0.730
C -1.796 -3.131 1.456
C -3.017 -2.286 1.178
O -4.144 -2.662 1.431
N -2.686 -1.090 0.639
C -3.751 -0.171 0.377
C -3.202 1.215 0.548
O -3.743 2.264 0.594
O -1.782 1.165 0.637
H 0.264 -2.842 1.085
H -0.662 -2.887 -0.227
H -1.962 -4.164 1.152
H -1.589 -3.107 2.526
H -4.138 -0.247 -0.649
H -4.595 -0.320 1.057
C 0.167 -2.612 -2.371
C -0.148 -1.145 -2.630
C 1.150 -0.470 -3.115
C -0.607 -0.377 -1.408
C -1.273 -0.967 -3.666
C -2.085 -2.023 -4.061
C -3.106 -1.827 -4.984
C -3.333 -0.573 -5.520
C -2.533 0.492 -5.128
C -1.518 0.295 -4.210
H 0.971 -2.719 -1.642
H 0.499 -3.085 -3.295
H -0.703 -3.180 -2.038
H 1.958 -0.646 -2.404
H 1.046 0.604 -3.249
H 1.430 -0.905 -4.075
H -1.072 0.573 -1.698
H -1.934 -3.017 -3.669
H -3.723 -2.664 -5.280
H -4.125 -0.423 -6.240
H -2.699 1.478 -5.541
H -0.910 1.143 -3.921
S -0.464 -0.670 3.201
C -1.044 0.851 3.701
N -0.289 1.899 3.943
C -0.973 3.177 4.131
C -2.390 2.827 4.592
S -2.715 1.151 3.957
H 0.706 1.834 3.775
H -0.992 3.709 3.177
H -0.442 3.779 4.866
H -3.122 3.513 4.175
H -2.484 2.811 5.676
C 3.300 0.477 3.433
C 3.344 1.584 2.391
C 3.129 1.134 0.922
C 3.332 2.349 0.000
C 3.013 2.082 -1.460
C 4.170 0.065 0.618
O 5.336 0.321 0.486
N 3.722 -1.248 0.569
C 2.413 -1.683 0.603
O 2.137 -2.865 0.604
N 1.447 -0.699 0.610
C 1.746 0.583 0.771
O 0.720 1.310 0.794
H 3.356 0.902 4.435
H 4.152 -0.197 3.337
H 2.389 -0.123 3.372
H 4.319 2.076 2.409
H 2.597 2.358 2.589
H 4.376 2.643 0.109
H 2.715 3.162 0.385
H 3.614 1.262 -1.858
H 3.229 2.962 -2.063
H 1.958 1.841 -1.599
H 4.426 -1.972 0.485
```

Results of the Löwdin charge analysis, in e, for atoms 1 through 4: 1.70, -0.07, -0.13, -0.55

---

(3)
Computed, not measured: 20 unconnected molecules or ions with the total composition C27H93BIN5O23P in a non-equilibrium geometry, with ωB97M-V/def2-TZVPD.

Gap between HOMO and LUMO: 7.015 eV
Highest occupied orbital energy: -11.0 eV
Total charge: +1
Molar mass: 1024.74 g/mol
Energy: -102100.9956 eV

The geometry in XYZ format:
```
151
C27H93BIN5O23P ωB97M-V/def2-TZVPD
C -0.353 3.918 -1.805
C 1.009 3.260 -2.019
P 1.728 2.183 -0.729
C 2.261 3.378 0.560
C 0.333 1.418 0.172
N -0.972 1.656 0.097
C -1.559 0.840 0.975
N -2.886 0.785 1.142
C -3.642 1.639 0.210
C -3.587 1.108 -1.206
O -3.852 -0.036 -1.469
B -3.715 -0.016 2.103
N -4.638 -0.941 1.547
O -3.524 0.136 3.457
N -0.642 0.057 1.577
C -0.684 -1.000 2.543
O -0.036 -0.625 3.732
O -0.524 0.693 4.078
N 0.583 0.440 1.045
I 2.392 -0.324 1.597
H -1.144 3.191 -1.977
H -0.504 4.734 -2.508
H -0.485 4.284 -0.789
H 1.768 4.038 -2.120
H 1.005 2.718 -2.964
H 1.915 3.064 1.544
H 3.347 3.407 0.562
H 1.867 4.370 0.350
H -3.294 2.667 0.259
H -4.686 1.638 0.514
H -3.292 1.806 -2.008
H -5.371 -0.546 0.971
H -5.066 -1.445 2.322
H -4.015 0.877 3.823
H -0.080 -1.823 2.163
H -1.693 -1.373 2.702
H 0.014 0.866 4.871
C 6.490 4.609 0.247
O 5.403 4.073 1.001
H 6.506 4.083 -0.704
H 6.357 5.676 0.055
H 7.442 4.452 0.758
H 5.389 4.513 1.856
C -3.101 6.048 -3.816
O -2.274 6.651 -2.835
H -2.570 5.174 -4.192
H -4.060 5.722 -3.401
H -3.298 6.721 -4.654
H -2.738 7.433 -2.514
C 3.187 6.505 -3.330
O 3.289 5.114 -3.615
H 2.972 6.601 -2.267
H 4.122 7.028 -3.545
H 2.379 6.976 -3.894
H 3.483 5.012 -4.555
C -3.838 1.621 -5.513
O -3.809 0.339 -4.905
H -4.101 1.471 -6.557
H -4.588 2.275 -5.058
H -2.863 2.118 -5.471
H -3.596 0.444 -3.974
C 1.257 -4.604 2.313
O 2.035 -3.998 3.345
H 1.782 -5.507 2.011
H 0.261 -4.880 2.668
H 1.166 -3.943 1.445
H 1.590 -3.196 3.638
C -7.059 -3.359 4.410
O -5.734 -2.975 4.047
H -7.566 -3.648 3.493
H -7.056 -4.212 5.091
H -7.608 -2.535 4.872
H -5.264 -2.726 4.849
C -2.237 -1.929 5.784
O -0.926 -2.302 6.174
H -2.939 -2.406 6.467
H -2.369 -0.846 5.832
H -2.454 -2.264 4.763
H -0.311 -1.872 5.569
C 2.580 2.058 -6.352
O 3.123 3.140 -5.605
H 3.014 2.109 -7.347
H 2.839 1.093 -5.909
H 1.493 2.132 -6.442
H 2.759 3.113 -4.715
C 2.109 -1.618 7.247
O 1.952 -2.072 5.903
H 2.512 -0.609 7.191
H 1.152 -1.593 7.771
H 2.809 -2.248 7.800
H 1.609 -2.973 5.935
C 3.507 1.378 5.156
O 2.125 1.024 5.155
H 3.652 2.081 5.972
H 4.144 0.508 5.326
H 3.805 1.863 4.223
H 1.971 0.401 4.439
C 5.097 -5.633 0.770
O 4.814 -6.208 2.039
H 5.555 -6.395 0.145
H 4.179 -5.283 0.285
H 5.799 -4.800 0.863
H 4.419 -5.523 2.588
C 7.777 1.361 2.676
O 6.561 2.080 2.835
H 8.349 1.501 3.591
H 7.607 0.291 2.534
H 8.366 1.740 1.836
H 6.044 2.015 2.026
C -7.573 -2.588 0.287
O -7.571 -1.684 -0.812
H -8.596 -2.677 0.643
H -7.219 -3.579 -0.005
H -6.958 -2.211 1.108
H -6.675 -1.634 -1.160
C -6.867 4.365 1.201
O -6.195 3.239 0.628
H -6.124 4.921 1.766
H -7.281 5.015 0.428
H -7.666 4.053 1.875
H -6.851 2.753 0.117
C 3.088 -8.243 -1.972
O 4.435 -8.268 -1.500
H 3.101 -8.529 -3.019
H 2.461 -8.952 -1.426
H 2.656 -7.241 -1.884
H 4.428 -8.031 -0.569
C 1.230 -7.550 -5.327
O 1.677 -8.816 -4.863
H 1.021 -6.948 -4.445
H 1.991 -7.042 -5.925
H 0.314 -7.632 -5.917
H 1.869 -9.366 -5.628
C 7.233 -7.240 -4.104
O 6.650 -8.529 -4.053
H 8.157 -7.328 -4.671
H 6.586 -6.514 -4.608
H 7.474 -6.861 -3.106
H 5.837 -8.464 -3.541
C -2.685 -3.269 -0.875
O -2.128 -2.423 0.129
H -1.978 -4.080 -1.028
H -3.641 -3.688 -0.550
H -2.827 -2.734 -1.814
H -2.750 -1.700 0.277
C -3.431 10.033 -4.491
O -3.567 9.414 -3.215
H -3.038 9.278 -5.168
H -4.393 10.382 -4.873
H -2.732 10.871 -4.459
H -3.909 10.065 -2.597
```

Results of the Löwdin charge analysis, in e, for atoms 1 through 4: -0.14, -0.42, 0.95, -0.26

---

(4)
Computed, not measured: 3 unconnected molecules or ions with the total composition C18H40N3O14P3 in a non-equilibrium geometry, with ωB97M-V/def2-TZVPD.

Gap between HOMO and LUMO: 7.736 eV
Energy above the lowest of the compared OMol25 structures with the same formula, charge and spin: 76.9 kcal per mole
Highest occupied orbital energy: -9.2 eV
SMILES: NC(N)(N)CC1=C(P(=O)(O)O)C(=O)OC1=O.CCOP(=O)(OCC)OCC.CCOP(=O)(OCC)OCC
Total charge: 0
Molar mass: 615.45 g/mol
Energy: -80318.9792 eV

The geometry in XYZ format:
```
78
C18H40N3O14P3 ωB97M-V/def2-TZVPD
N -4.374 -4.653 -0.430
C -3.735 -3.390 -0.180
N -2.437 -3.701 0.430
N -3.485 -2.650 -1.388
C -4.525 -2.539 0.917
C -5.713 -1.706 0.576
C -7.004 -2.052 0.353
P -7.672 -3.717 0.111
O -7.058 -4.800 0.852
O -7.437 -3.915 -1.486
O -9.258 -3.615 0.231
C -7.777 -0.766 0.458
O -8.781 -0.698 1.101
O -6.973 0.353 0.257
C -5.709 -0.227 0.292
O -4.839 0.235 -0.390
H -5.169 -4.563 -1.043
H -4.604 -5.126 0.429
H -1.951 -2.837 0.657
H -2.611 -4.110 1.344
H -2.653 -2.088 -1.317
H -4.290 -2.130 -1.700
H -3.826 -1.872 1.432
H -4.877 -3.250 1.672
H -7.042 -3.122 -1.863
H -9.521 -2.739 -0.087
O -1.635 2.019 -1.521
P -1.141 3.424 -1.603
O -0.289 3.617 -0.217
C 0.581 2.593 0.255
C 1.919 2.647 -0.461
O -2.532 4.223 -1.224
C -3.786 3.745 -1.724
C -4.601 3.157 -0.593
O -0.555 4.738 -2.355
C -0.379 5.974 -1.643
C 1.108 6.306 -1.530
H 0.128 1.604 0.161
H 0.731 2.770 1.322
H 1.790 2.548 -1.542
H 2.576 1.848 -0.112
H 2.413 3.602 -0.278
H -3.639 3.008 -2.515
H -4.312 4.597 -2.160
H -4.054 2.366 -0.092
H -5.544 2.752 -0.959
H -4.815 3.921 0.158
H -0.848 5.946 -0.665
H -0.892 6.741 -2.224
H 1.731 5.457 -1.801
H 1.360 6.618 -0.516
H 1.368 7.132 -2.193
O 5.040 0.064 0.139
P 6.262 -0.516 0.771
O 6.167 -2.087 0.302
C 5.831 -2.433 -1.038
C 7.036 -2.340 -1.954
O 5.665 -0.620 2.303
C 4.923 0.498 2.823
C 3.441 0.217 2.850
O 7.794 -0.599 1.295
C 8.254 -1.738 2.045
C 9.287 -2.516 1.232
H 5.013 -1.818 -1.414
H 5.468 -3.462 -1.013
H 7.464 -1.334 -1.939
H 6.759 -2.588 -2.980
H 7.817 -3.031 -1.634
H 5.100 1.398 2.231
H 5.310 0.679 3.828
H 3.086 -0.036 1.851
H 2.892 1.090 3.209
H 3.209 -0.634 3.492
H 7.434 -2.379 2.349
H 8.710 -1.345 2.954
H 9.304 -2.198 0.192
H 9.083 -3.586 1.269
H 10.288 -2.366 1.639
```

Results of the Löwdin charge analysis, in e, for atoms 1 through 4: 0.10, -0.67, 0.07, 0.11